The following is a quantum chemistry calculation of a molecular structure, C28H37BrN13O2S2TeTi in a non-equilibrium geometry, from OMol25.

highest occupied orbital energy (alpha / beta)	-10.83 / -10.83	eV
total charge	+2
gap between HOMO and LUMO (alpha / beta)	4.6 / 4.6	eV
relative energy (zero: lowest compared OMol25 entry of this formula, charge and spin)	45.4	kcal per mole
F_max	2.4	eV Å⁻¹
multiplicity	2
LUMO level (alpha / beta)	-0.2288 / -0.2272	Ha

Positions of all 85 atoms, in Å:
Ti -0.58 -0.36 -0.33
N 1.97 -2.13 -3.28
C 1.15 -1.35 -4.32
C 1.39 0.16 -4.21
C 0.43 0.89 -3.27
N 0.70 0.56 -1.85
C -1.01 0.61 -3.67
C -1.36 -0.86 -3.57
N -1.60 -1.24 -2.13
C -0.34 -1.76 -4.30
H 2.59 -1.54 -2.72
H 2.57 -2.81 -3.75
H 1.41 -2.67 -2.65
H 1.56 -1.66 -5.27
H 1.26 0.58 -5.21
H 2.42 0.37 -3.93
H 0.62 1.96 -3.38
H 1.29 1.31 -1.43
H 1.30 -0.26 -1.78
H -1.16 0.96 -4.69
H -1.69 1.19 -3.03
H -2.31 -1.02 -4.08
H -1.52 -2.25 -2.03
H -2.58 -1.03 -1.94
H -0.65 -1.77 -5.35
H -0.44 -2.79 -3.96
N -1.21 3.01 -1.26
C -1.94 2.61 -0.23
N -2.81 3.45 0.32
C -3.42 3.04 1.42
N -4.23 3.87 2.05
N -3.29 1.78 1.96
C -2.53 0.99 1.30
N -1.76 1.30 0.22
C -2.61 -0.48 1.68
C -3.40 -0.91 2.71
C -3.63 -2.29 2.85
C -3.11 -3.14 1.91
C -2.31 -2.61 0.91
N -2.01 -1.32 0.83
H -1.36 3.99 -1.47
H -0.19 2.79 -1.14
H -4.39 4.79 1.68
H -4.72 3.56 2.87
H -3.84 -0.18 3.37
H -4.23 -2.66 3.68
H -3.31 -4.21 1.94
H -1.86 -3.27 0.17
C 1.60 1.07 4.29
C 2.49 0.52 3.23
N 3.76 0.34 3.32
N 4.10 -0.16 2.09
C 3.10 -0.29 1.22
S 3.30 -0.84 -0.37
N 2.03 0.13 1.99
N 0.68 0.31 1.63
H 2.20 1.24 5.18
H 0.79 0.38 4.53
H 1.17 2.03 3.97
H 5.06 -0.34 1.87
H 0.52 1.33 1.59
H 0.14 -0.08 2.40
Br 1.00 -2.85 4.95
C 0.78 -3.85 3.38
C 0.57 -5.22 3.45
C 0.40 -5.95 2.27
C 0.44 -5.32 1.04
C 0.64 -3.95 0.99
C 0.83 -3.21 2.15
C 0.58 -3.25 -0.31
O 0.51 -3.82 -1.38
O 0.46 -1.93 -0.25
H 0.53 -5.72 4.41
H 0.24 -7.02 2.33
H 0.30 -5.88 0.12
H 1.04 -2.15 2.10
Te 1.90 3.09 0.27
C 2.03 5.15 -0.14
C 1.09 6.01 -0.62
C 1.56 7.35 -0.77
C 2.86 7.48 -0.38
S 3.50 5.98 0.15
H 0.07 5.70 -0.85
H 0.97 8.17 -1.13
H 3.47 8.36 -0.39

The following is a quantum chemistry calculation of a molecular structure, C28H37Cl3N4O6SSi2Ti in a non-equilibrium geometry, from OMol25.

highest occupied orbital energy (alpha / beta)	-2.23 / -2.81	eV
total charge	-2
gap between HOMO and LUMO (alpha / beta)	6.4 / 6.1	eV
F_max	1.4	eV Å⁻¹
multiplicity	3
LUMO level (alpha / beta)	0.1533 / 0.1193	Ha

Positions of all 82 atoms, in Å:
Ti -0.59 -0.34 -0.34
C -0.46 3.16 4.07
C -1.69 2.68 3.34
C -2.32 1.48 3.68
C -3.44 1.04 2.98
C -3.96 1.80 1.94
C -3.35 3.00 1.60
C -2.22 3.43 2.29
H -0.47 2.88 5.12
H -0.37 4.25 3.97
H 0.43 2.70 3.64
H -1.90 0.89 4.50
H -3.91 0.10 3.25
H -4.83 1.47 1.40
H -3.74 3.60 0.79
H -1.75 4.36 2.02
C 3.54 -3.03 -1.14
Si 2.60 -2.03 0.16
C 1.59 -3.26 1.12
C 3.89 -1.33 1.31
N 1.60 -0.73 -0.50
C 2.17 0.37 -1.01
C 3.53 0.41 -1.44
C 4.15 1.55 -1.85
C 3.44 2.78 -1.84
C 2.12 2.80 -1.50
C 1.39 1.61 -1.14
N 0.07 1.61 -0.94
Si -0.88 2.92 -1.68
C -0.55 4.54 -0.76
C -2.73 2.77 -1.85
C -0.31 3.11 -3.46
H 3.83 -3.97 -0.67
H 4.45 -2.53 -1.49
H 2.92 -3.26 -2.01
H 2.15 -3.57 2.00
H 1.37 -4.14 0.51
H 0.64 -2.85 1.47
H 4.34 -2.14 1.89
H 3.43 -0.61 2.00
H 4.69 -0.80 0.78
H 4.09 -0.52 -1.45
H 5.18 1.52 -2.17
H 3.94 3.70 -2.11
H 1.60 3.74 -1.49
H 0.11 4.39 0.09
H -1.48 4.96 -0.39
H -0.09 5.27 -1.43
H -3.18 2.11 -1.11
H -2.98 2.39 -2.84
H -3.15 3.77 -1.74
H 0.76 3.28 -3.57
H -0.85 3.95 -3.92
H -0.56 2.20 -4.02
Cl -0.52 -1.94 3.78
C 0.67 -0.73 3.52
Cl 0.43 0.51 6.06
C 0.67 0.09 2.32
O 1.55 0.90 2.12
O -0.34 -0.11 1.44
H 1.61 -0.90 4.02
O -0.45 -0.60 -2.35
Cl -1.84 -0.38 -3.08
O -1.48 -0.32 -4.49
O -2.64 -1.57 -2.85
O -2.28 0.22 -0.37
N -2.82 -1.87 1.31
C -2.19 -2.71 0.57
N -1.16 -2.40 -0.29
C -0.79 -3.48 -1.07
C 0.17 -3.47 -2.08
C 0.46 -4.65 -2.76
C -0.17 -5.85 -2.45
C -1.13 -5.87 -1.44
C -1.42 -4.69 -0.77
S -2.58 -4.45 0.51
H -2.77 -0.18 0.39
H -3.51 -2.34 1.89
H 0.66 -2.55 -2.35
H 1.20 -4.62 -3.55
H 0.07 -6.75 -2.98
H -1.64 -6.79 -1.17

The following is a quantum chemistry calculation of a molecular structure, C28H37ClFN5O2Pd in a non-equilibrium geometry, from OMol25.

highest occupied orbital energy	-6.61	eV
total charge	0
gap between HOMO and LUMO	6.9	eV
relative energy (zero: lowest compared OMol25 entry of this formula, charge and spin)	34.8	kcal per mole
F_max	1.5	eV Å⁻¹
LUMO level	0.0099	Ha

Positions of all 75 atoms, in Å:
Pd 0.07 0.18 0.46
N 4.00 2.42 0.35
C 2.77 1.83 0.28
O 2.62 0.75 -0.27
C 1.65 2.59 0.98
C 0.26 2.09 0.62
H 4.79 1.92 -0.02
H 4.14 3.27 0.86
H 1.78 3.66 0.74
H 1.82 2.49 2.05
H 0.03 2.34 -0.43
H -0.49 2.54 1.27
F 0.90 -0.51 6.56
C 0.74 -0.37 5.22
C -0.51 -0.57 4.67
C -0.65 -0.42 3.29
C 0.41 -0.08 2.44
C 1.65 0.09 3.07
C 1.83 -0.05 4.45
H -1.34 -0.82 5.31
H -1.64 -0.56 2.88
H 2.53 0.32 2.47
H 2.80 0.09 4.92
C -8.27 -0.08 -0.25
C -7.93 -1.58 -0.25
C -8.35 -2.19 1.09
C -8.75 -2.25 -1.36
C -6.39 -1.77 -0.51
O -6.02 -1.13 -1.72
C -6.00 -3.26 -0.55
C -4.55 -3.58 -0.92
C -4.15 -3.29 -2.35
C -3.01 -2.54 -2.63
C -2.63 -2.28 -3.94
C -3.39 -2.79 -4.98
Cl -2.93 -2.46 -6.63
C -4.52 -3.55 -4.73
C -4.89 -3.80 -3.41
C -5.59 -1.04 0.61
N -4.43 -0.30 0.16
C -3.13 -0.61 0.24
N -2.39 0.36 -0.24
C -3.32 1.29 -0.59
N -4.57 0.94 -0.36
H -9.34 0.04 -0.44
H -7.72 0.46 -1.02
H -8.07 0.39 0.70
H -9.40 -1.95 1.28
H -7.77 -1.79 1.93
H -8.26 -3.28 1.10
H -9.80 -2.04 -1.20
H -8.64 -3.34 -1.38
H -8.50 -1.86 -2.35
H -6.39 -1.62 -2.46
H -6.65 -3.78 -1.25
H -6.21 -3.69 0.43
H -4.40 -4.65 -0.74
H -3.86 -3.08 -0.24
H -2.41 -2.13 -1.83
H -1.75 -1.69 -4.16
H -5.10 -3.94 -5.55
H -5.77 -4.41 -3.23
H -5.25 -1.77 1.35
H -6.21 -0.32 1.13
H -2.76 -1.54 0.65
H -3.07 2.25 -1.02
C 1.43 -5.14 -0.06
C 0.02 -4.60 0.13
C -0.05 -3.15 -0.12
N -0.05 -2.02 -0.29
H 1.43 -6.22 0.13
H 2.12 -4.67 0.63
H 1.78 -4.97 -1.08
H -0.34 -4.76 1.14
H -0.69 -5.08 -0.55